w | This record from the Open Molecules 2025 dataset describes a cluster of 3 separate species, C5H11O2S in total. The level of theory is wB97M-V/def2-TZVPD.

Summary:
LUMO: 3.14 eV
Net charge: -1
HOMO level: -3.13 eV

Structure (XYZ):
```
19
C5H11O2S wB97M-V/def2-TZVPD
C 3.270 0.218 2.896
C -0.089 0.365 -1.032
C -2.597 0.117 -1.328
C -0.915 -1.514 -2.329
C -1.223 -0.374 -1.722
O -0.345 0.054 1.897
O 3.058 2.695 2.353
S 2.638 1.347 1.896
H 3.071 -0.903 2.638
H 3.465 0.371 3.894
H -0.276 1.490 -1.254
H -0.311 -0.016 0.003
H 0.883 0.076 -1.174
H -3.436 -0.580 -1.626
H -2.948 0.987 -2.033
H -2.769 0.392 -0.275
H 0.037 -1.923 -2.578
H -1.783 -2.204 -2.613
H 0.272 -0.600 2.388
```

x | This record from the Open Molecules 2025 dataset describes a cluster of 2 separate species, C5H11O2S in total. The level of theory is wB97M-V/def2-TZVPD.

Summary:
LUMO: 3.18 eV
Net charge: -1
HOMO level: -4.19 eV

Structure (XYZ):
```
19
C5H11O2S wB97M-V/def2-TZVPD
C 1.672 0.049 -0.243
C 1.707 -0.479 1.176
C 0.055 2.133 0.729
S 1.516 1.861 -0.304
H 2.520 -0.220 -0.884
H 0.804 -0.357 -0.758
H 0.776 -0.237 1.692
H 2.479 0.063 1.747
H 0.208 1.980 1.798
H -0.231 3.150 0.452
H -0.741 1.461 0.404
H 1.864 -1.542 1.255
C -1.696 -1.243 -1.639
C -2.038 -1.029 -0.156
O -1.548 -1.897 0.602
O -2.669 0.015 0.112
H -1.394 -2.272 -1.849
H -0.839 -0.583 -1.806
H -2.449 -0.852 -2.327
```

Tell me which of them is the most stable. Sure, it is x.

w | This record from the Open Molecules 2025 dataset describes a cluster of 10 separate species, C4H18BO17 in total. The level of theory is wB97M-V/def2-TZVPD.

Summary:
LUMO: 1.85 eV
Net charge: -1
HOMO level: -8.32 eV

Structure (XYZ):
```
40
C4H18BO17 wB97M-V/def2-TZVPD
O -0.744 3.475 1.595
C -0.909 2.361 1.111
O 0.104 1.774 0.405
B -0.308 0.417 0.034
O -1.786 0.337 0.359
C -2.164 1.481 0.989
O -3.317 1.816 1.331
O 0.499 -0.617 0.785
C 0.940 -1.496 -0.131
O 1.656 -2.484 0.028
C 0.430 -1.016 -1.527
O -0.177 0.139 -1.388
O 0.497 -1.676 -2.629
O -6.295 1.192 0.946
H -6.157 0.246 0.973
H -5.419 1.565 1.049
O -0.323 -2.042 -5.173
H 0.294 -2.083 -4.443
H -0.826 -1.243 -5.017
O 3.509 -2.727 -3.483
H 2.986 -1.951 -3.684
H 4.363 -2.380 -3.224
O 2.846 -3.297 2.445
H 2.713 -4.244 2.493
H 2.260 -3.008 1.745
O 1.782 3.911 3.377
H 0.887 3.681 3.127
H 1.720 4.813 3.690
O 2.579 -0.481 2.834
H 1.682 -0.475 3.171
H 2.688 0.379 2.428
O 1.799 1.893 -3.036
H 2.319 1.456 -2.361
H 2.181 2.768 -3.105
O -2.664 2.896 4.452
H -2.694 3.375 3.624
H -2.884 1.994 4.216
O -1.677 -3.752 -2.813
H -1.230 -3.952 -1.991
H -1.157 -3.049 -3.204
```

x | This record from the Open Molecules 2025 dataset describes a cluster of 10 separate species, C4H18BO17 in total. The level of theory is wB97M-V/def2-TZVPD.

Summary:
LUMO: 1.93 eV
Net charge: -1
HOMO level: -7.37 eV

Structure (XYZ):
```
40
C4H18BO17 wB97M-V/def2-TZVPD
O 1.955 -1.794 1.980
C 1.215 -0.822 1.818
O 1.073 -0.225 0.723
B 0.082 0.829 0.869
O -0.148 0.919 2.285
C 0.459 0.025 2.852
O 0.395 -0.326 4.039
O -1.209 0.543 0.216
C -1.367 1.379 -0.713
O -2.362 1.378 -1.446
C -0.187 2.425 -0.681
O 0.656 2.099 0.323
O -0.099 3.463 -1.336
O 1.196 -2.849 4.807
H 1.196 -1.918 4.584
H 1.045 -3.295 3.974
O 1.924 -3.726 -0.307
H 2.088 -2.922 0.186
H 2.508 -3.666 -1.064
O 1.644 -4.601 2.583
H 2.099 -5.435 2.699
H 2.007 -4.241 1.774
O -0.188 4.990 -3.595
H -0.018 4.527 -2.775
H 0.349 4.534 -4.243
O -4.831 0.442 -0.703
H -3.978 0.875 -0.675
H -4.744 -0.214 -1.395
O -1.987 5.486 -0.694
H -2.682 5.078 -0.177
H -1.404 4.764 -0.926
O -4.003 -0.100 -3.650
H -4.493 -0.895 -3.439
H -3.235 -0.134 -3.080
O -0.185 0.980 -3.743
H 0.594 0.499 -3.463
H -0.915 0.397 -3.536
O 5.067 -3.154 1.803
H 5.633 -3.061 2.570
H 4.851 -2.255 1.555
```

Tell me which of them is the most stable. Sure, it is w.

w | This record from the Open Molecules 2025 dataset describes an isolated molecule of C4H7NO3. The level of theory is wB97M-V/def2-TZVPD.

Summary:
LUMO: 0.71 eV
HOMO level: -9.38 eV
Structure (SMILES): C=NO[C@@H](C=O)OC

Structure (XYZ):
```
15
C4H7NO3 wB97M-V/def2-TZVPD
C 2.701 -0.500 0.090
N 1.644 -0.320 -0.626
O 0.550 -0.887 -0.007
C -0.593 -0.646 -0.606
C -1.847 -1.317 0.205
O -2.865 -0.802 -0.180
O -0.930 0.696 -0.713
C -0.713 1.714 0.223
H 3.646 -0.197 -0.342
H 2.882 -0.983 1.036
H -0.723 -1.095 -1.581
H -1.666 -1.952 1.131
H -1.058 1.569 1.193
H 0.289 2.090 0.302
H -1.316 2.630 -0.123
```

x | This record from the Open Molecules 2025 dataset describes an isolated molecule of C4H7NO3. The level of theory is wB97M-V/def2-TZVPD.

Summary:
LUMO: 0.66 eV
HOMO level: -9.86 eV
Structure (SMILES): CN(C=O)CC(=O)O

Structure (XYZ):
```
15
C4H7NO3 wB97M-V/def2-TZVPD
C 1.081 1.388 0.618
N -0.041 0.503 0.207
C -1.103 1.375 -0.241
O -1.878 1.245 -1.157
C 0.352 -0.638 -0.564
C -0.281 -1.772 0.277
O -0.598 -1.779 1.419
O -0.751 -2.658 -0.696
H 1.247 1.201 1.717
H 2.002 1.427 -0.008
H 0.850 2.536 0.591
H -1.190 2.233 0.335
H 0.072 -0.807 -1.530
H 1.511 -0.791 -0.549
H -1.274 -3.464 -0.419
```

Tell me which of them is the most stable. Sure, it is x.

w | This record from the Open Molecules 2025 dataset describes an isolated molecule of C4H7NO3. The level of theory is wB97M-V/def2-TZVPD.

Summary:
LUMO: 0.58 eV
HOMO level: -10.34 eV
Structure (SMILES): CCC(=O)NC(=O)O

Structure (XYZ):
```
15
C4H7NO3 wB97M-V/def2-TZVPD
C -1.598 1.015 -0.575
C -1.158 -0.479 -0.615
C -0.379 -0.891 0.739
O -0.921 -1.152 1.800
N 1.038 -1.022 0.670
C 1.833 -0.045 0.055
O 1.661 0.463 -0.975
O 2.834 0.324 0.951
H -1.015 1.687 -1.162
H -2.624 0.997 -1.131
H -1.863 1.328 0.411
H -2.141 -1.030 -0.745
H -0.539 -0.673 -1.610
H 1.466 -1.504 1.586
H 3.405 0.982 0.601
```

x | This record from the Open Molecules 2025 dataset describes an isolated molecule of C4H7NO3. The level of theory is wB97M-V/def2-TZVPD.

Summary:
LUMO: -0.09 eV
HOMO level: -9.77 eV
Structure (SMILES): C[C@H](N)OC(=O)C=O

Structure (XYZ):
```
15
C4H7NO3 wB97M-V/def2-TZVPD
C -0.053 0.721 -1.674
C 0.903 0.073 -0.678
N 1.124 -1.318 -0.965
O 0.449 0.473 0.709
C -0.506 -0.292 1.217
O -0.997 -1.347 0.875
C -1.120 0.491 2.474
O -2.021 -0.001 3.127
H -1.045 0.262 -1.601
H -0.166 1.785 -1.443
H 0.325 0.644 -2.698
H 1.874 0.567 -0.791
H 1.718 -1.747 -0.260
H 0.232 -1.817 -0.943
H -0.717 1.505 2.650
```

y | This record from the Open Molecules 2025 dataset describes an isolated molecule of C4H7NO3. The level of theory is wB97M-V/def2-TZVPD.

Summary:
LUMO: 0.64 eV
HOMO level: -8.79 eV
Structure (SMILES): C/C(C(=O)O)=C(/N)O

Structure (XYZ):
```
15
C4H7NO3 wB97M-V/def2-TZVPD
C 0.941 1.634 -0.100
C 0.285 0.319 0.032
C -1.487 0.293 0.045
O -2.299 -0.583 -0.176
O -1.889 1.573 0.175
C 0.491 -0.950 -0.123
N -0.057 -2.162 0.122
O 2.066 -1.012 0.001
H 0.351 2.288 -0.747
H 1.022 2.120 0.876
H 1.938 1.545 -0.538
H -2.864 1.560 0.095
H -1.077 -2.138 0.030
H 0.373 -2.883 -0.448
H 2.207 -1.604 0.757
```

z | This record from the Open Molecules 2025 dataset describes an isolated molecule of C4H7NO3. The level of theory is wB97M-V/def2-TZVPD.

Summary:
LUMO: 0.94 eV
HOMO level: -9.31 eV
Structure (SMILES): CN1CO[C@H]1OC=O

Structure (XYZ):
```
15
C4H7NO3 wB97M-V/def2-TZVPD
C -1.035 -1.615 -0.733
N -0.493 -0.345 -0.285
C 0.526 0.334 -1.096
O 1.474 0.463 -0.068
C 0.252 -0.318 0.896
O 0.072 0.644 1.819
C 0.406 1.965 1.358
O -0.230 2.596 0.582
H -1.628 -2.058 0.066
H -1.695 -1.426 -1.578
H -0.252 -2.322 -1.041
H 0.855 -0.308 -1.925
H 0.187 1.305 -1.477
H 0.432 -1.272 1.402
H 1.129 2.357 2.080
```

Tell me which of them is the most stable. Sure, it is w.

w | This record from the Open Molecules 2025 dataset describes a structure of composition C4H7NO3. The level of theory is wB97M-V/def2-TZVPD.

Summary:
LUMO: 0.69 eV
HOMO level: -9.58 eV

Structure (XYZ):
```
15
C4H7NO3 wB97M-V/def2-TZVPD
C -0.679 -0.984 0.580
C 0.254 0.142 1.049
C 0.872 1.059 -0.655
C 1.658 -0.026 0.151
H -1.589 0.996 -0.035
H -0.457 -2.010 0.955
H 0.391 0.003 2.263
H 1.387 2.106 -0.976
H 0.274 0.697 -1.449
H 2.551 0.382 0.659
H 1.036 -1.572 -0.931
N -1.771 -0.899 -0.190
O -2.287 0.360 -0.558
O -0.004 1.298 0.463
O 1.813 -1.090 -0.644
```

x | This record from the Open Molecules 2025 dataset describes an isolated molecule of C4H7NO3. The level of theory is wB97M-V/def2-TZVPD.

Summary:
LUMO: 0.55 eV
HOMO level: -9.31 eV
Structure (SMILES): [H]/N=C(/C)COC(=O)O

Structure (XYZ):
```
15
C4H7NO3 wB97M-V/def2-TZVPD
H -0.233 -1.822 0.688
N 0.550 -1.637 -0.027
C 0.499 -0.550 -0.600
C 1.606 0.115 -1.334
C -0.883 0.453 -0.594
O -1.949 0.212 0.331
C -1.262 -0.035 1.448
O -1.285 -1.127 1.998
O -0.625 1.028 1.985
H 2.455 -0.561 -1.390
H 1.277 0.395 -2.334
H 1.904 1.026 -0.817
H -1.318 0.257 -1.573
H -0.553 1.494 -0.584
H -0.183 0.753 2.803
```

Tell me which of them is the most stable. Sure, it is x.